1.
Molecular formula: C37H32N7O2PdTe
Method: DFT, ωB97M-V with the def2-TZVPD basis set

Results
Molar mass in g/mol: 840.730
HOMO-LUMO gap in eV: 5.31
Multiplicity: 1
LUMO level in eV: 2.42
Total charge: -1
ΔE to the lowest compared entry with this formula, charge and spin in eV: 0.329

Each line ends with the Mulliken charge.
Cartesian coordinates (Å):
Pd 0.994 -0.975 -1.630  0.00
N -1.769 -2.650 -1.664  -0.17
C -0.945 -3.495 -2.256  0.06
N -1.449 -4.629 -2.785  -0.73
C -0.561 -5.426 -3.351  0.45
N -1.024 -6.598 -3.878  -0.40
N 0.755 -5.217 -3.432  -0.65
C 1.155 -4.057 -2.906  0.11
N 0.373 -3.153 -2.341  0.24
C 2.606 -3.760 -2.994  0.47
C 3.418 -4.448 -3.895  -0.53
C 4.761 -4.128 -3.949  -0.38
C 5.250 -3.141 -3.105  -0.58
C 4.363 -2.515 -2.242  -0.24
N 3.074 -2.815 -2.182  -0.07
H -2.705 -2.976 -1.499  0.28
H -1.369 -1.912 -1.052  0.04
H -2.014 -6.655 -4.040  0.26
H -0.407 -7.076 -4.510  0.25
H 2.983 -5.209 -4.525  0.42
H 5.419 -4.635 -4.643  0.40
H 6.295 -2.858 -3.114  0.36
H 4.694 -1.728 -1.571  0.42
C -2.821 2.542 3.960  -1.75
C -2.227 1.548 3.001  -0.09
C -1.558 0.416 3.439  -0.08
C -1.048 -0.524 2.555  0.79
C -0.486 -1.769 3.112  -0.27
O -0.786 -2.886 2.738  -0.64
C 0.426 -1.637 4.306  0.10
C 0.436 -2.658 5.252  -0.56
C 1.297 -2.602 6.335  -0.54
C 2.176 -1.536 6.468  -0.33
C 2.183 -0.523 5.520  -0.71
C 1.303 -0.567 4.449  0.10
C -1.112 -0.346 1.123  -0.56
O -0.574 -1.199 0.365  -0.93
C -1.767 0.873 0.682  1.49
C -2.316 1.737 1.626  -0.86
C -1.795 1.275 -0.731  0.54
N -1.340 0.516 -1.659  0.26
C -1.227 1.002 -3.019  -0.93
C -0.046 1.939 -3.243  -0.67
Te 1.853 1.219 -2.444  0.08
C 1.718 2.526 -0.763  -0.34
C 1.986 3.888 -0.843  -0.19
C 1.826 4.696 0.274  -0.54
C 1.397 4.146 1.477  -0.73
C 1.130 2.788 1.564  -0.03
C 1.297 1.977 0.447  -0.43
C -2.361 2.634 -1.040  -0.54
C -1.634 3.794 -0.785  0.44
C -2.160 5.037 -1.098  -0.93
C -3.425 5.140 -1.658  -0.52
C -4.162 3.991 -1.902  -0.79
C -3.632 2.746 -1.595  -0.17
H -2.669 2.223 4.993  0.38
H -3.897 2.659 3.806  0.34
H -2.370 3.532 3.851  0.31
H -1.454 0.238 4.506  0.31
H -0.235 -3.495 5.113  0.44
H 1.291 -3.394 7.074  0.37
H 2.858 -1.499 7.308  0.36
H 2.877 0.303 5.613  0.39
H 1.299 0.223 3.707  0.46
H -2.817 2.633 1.279  0.49
H -2.137 1.520 -3.349  0.34
H -1.094 0.121 -3.655  0.30
H -0.205 2.906 -2.769  0.11
H 0.082 2.106 -4.313  0.58
H 2.312 4.323 -1.782  0.40
H 2.030 5.758 0.205  0.36
H 1.264 4.780 2.344  0.39
H 0.764 2.359 2.491  0.27
H 1.084 0.910 0.480  0.65
H -0.654 3.719 -0.333  0.35
H -1.576 5.928 -0.900  0.47
H -3.838 6.111 -1.899  0.37
H -5.154 4.063 -2.331  0.39
H -4.206 1.847 -1.785  0.50



2.
Molecular formula: C37H32NP2SeY
Method: DFT, ωB97M-V with the def2-TZVPD basis set

Results
Molar mass in g/mol: 720.484
HOMO-LUMO gap in eV: 5.76
Multiplicity: 1
LUMO level in eV: -7.03
Total charge: +2
ΔE to the lowest compared entry with this formula, charge and spin in eV: 1.689

Each line ends with the Mulliken charge.
Cartesian coordinates (Å):
C 0.549 -1.410 -1.988  -0.18
C -0.405 -2.125 -1.180  -0.06
C -1.789 -1.996 -1.583  -1.40
C -2.102 -1.651 -2.911  0.06
C -1.071 -1.379 -3.798  -0.64
C 0.226 -1.159 -3.337  -0.52
P -0.111 -2.448 0.627  0.65
C -1.379 -3.711 1.162  0.31
C -2.501 -3.226 1.874  -0.25
C -3.635 -4.009 2.045  -0.59
C -3.543 -5.369 1.783  -0.48
C -2.353 -5.920 1.288  -0.54
C -1.268 -5.097 0.937  -0.50
Y -1.399 0.299 -0.875  0.55
P 0.284 2.434 0.278  1.13
C -1.313 2.828 -0.647  -0.08
C -1.251 2.821 -2.051  -0.76
C -2.227 2.160 -2.830  -0.22
C -3.355 1.542 -2.246  -0.40
C -3.539 1.762 -0.830  -0.86
C -2.600 2.525 -0.066  0.07
C 0.128 3.698 1.568  0.52
C 0.818 3.543 2.793  -0.66
C 0.423 4.249 3.932  -0.69
C -0.660 5.131 3.850  -0.42
C -1.297 5.359 2.631  -0.75
C -0.863 4.705 1.475  -0.45
C 1.902 2.627 -0.555  0.12
C 2.885 1.613 -0.408  -0.26
C 4.122 1.744 -1.040  -0.56
C 4.403 2.873 -1.824  -0.48
C 3.442 3.886 -1.944  -0.76
C 2.207 3.786 -1.287  -0.25
C 1.582 -3.105 0.764  0.33
C 2.100 -3.885 -0.275  -0.16
C 3.407 -4.354 -0.200  -0.78
C 4.208 -4.081 0.898  -0.59
C 3.707 -3.302 1.932  -0.61
C 2.395 -2.823 1.887  -0.39
H 1.625 2.799 2.838  0.53
H 0.923 4.018 4.866  0.43
H -1.007 5.603 4.755  0.42
H -2.184 5.989 2.578  0.41
H -1.367 4.928 0.523  0.60
H -0.408 3.385 -2.515  0.41
H -1.996 2.095 -3.898  0.47
H -4.089 1.021 -2.914  0.49
H -4.523 1.546 -0.374  0.54
H -2.911 2.943 0.897  0.48
H 2.697 0.745 0.228  0.60
H 4.883 0.962 -0.914  0.44
H 5.370 2.963 -2.346  0.40
H 3.655 4.760 -2.554  0.43
H 1.498 4.613 -1.331  0.49
H 1.472 -4.122 -1.126  0.48
H 3.793 -4.931 -1.014  0.44
H 5.208 -4.481 0.965  0.44
H 4.318 -3.056 2.791  0.46
H 1.982 -2.229 2.712  0.31
H -2.497 -2.222 2.290  0.34
H -4.556 -3.549 2.385  0.44
H -4.377 -6.027 1.993  0.41
H -2.228 -6.996 1.167  0.40
H -0.325 -5.527 0.564  0.39
H -2.627 -2.159 -0.880  0.69
H -3.155 -1.751 -3.235  0.57
H -1.212 -1.293 -4.873  0.47
H 0.934 -0.779 -4.072  0.47
H 1.557 -1.207 -1.598  0.54
H 0.152 1.409 -2.969  0.01
H 0.784 1.203 -2.570  0.02
Se 0.179 0.362 4.020  -0.05
C -0.585 0.262 2.427  0.37
N -1.114 0.184 1.335  -0.79



3.
Molecular formula: C37H33BrF4HoN4PSSi
Method: DFT, ωB97M-V with the def2-TZVPD basis set

Results
Molar mass in g/mol: 945.652
HOMO-LUMO gap (spin up / spin down) in eV: 7.21 / 7.14
Multiplicity: 5
LUMO level (spin up / spin down) in eV: -5.36 / -5.34
Total charge: +2
ΔE to the lowest compared entry with this formula, charge and spin in eV: 0.955

Each line ends with the Mulliken spin population.
Cartesian coordinates (Å):
Ho -0.872 0.165 -0.862  4.09
N 3.131 -1.048 -2.729  0.00
C 3.808 -0.306 -1.759  0.00
C 5.163 -0.152 -1.489  0.00
C 5.490 0.720 -0.469  0.00
C 4.498 1.418 0.243  0.00
C 3.158 1.251 -0.039  0.00
C 2.815 0.361 -1.055  0.00
N 1.565 0.009 -1.591  -0.01
C 1.818 -0.827 -2.577  0.00
C 0.770 -1.353 -3.451  0.00
C 0.896 -2.140 -4.543  0.00
S -0.630 -2.364 -5.265  0.00
C -1.353 -1.402 -4.076  0.00
N -0.518 -0.934 -3.189  -0.01
H 3.555 -1.653 -3.412  0.00
H 5.924 -0.682 -2.048  0.00
H 6.533 0.880 -0.220  0.00
H 4.798 2.111 1.020  0.00
H 2.403 1.808 0.502  0.00
H 1.786 -2.590 -4.962  0.00
H -2.420 -1.206 -4.066  0.00
F 2.058 5.314 4.354  0.00
C 1.701 4.177 3.799  0.00
C 1.919 2.986 4.453  0.00
F 2.482 2.988 5.643  0.00
C 1.536 1.793 3.863  0.00
F 1.740 0.688 4.573  0.00
C 0.954 1.747 2.606  -0.01
P 0.382 0.182 1.863  -0.01
C -1.001 -0.261 2.952  0.00
C -0.892 -1.125 4.037  0.00
C -2.004 -1.370 4.834  0.00
C -3.216 -0.747 4.562  0.00
C -3.326 0.128 3.490  0.00
C -2.220 0.361 2.687  0.00
C 1.665 -1.074 2.053  0.00
C 3.015 -0.787 2.220  0.00
C 3.945 -1.818 2.229  0.00
C 3.533 -3.135 2.060  0.00
C 2.187 -3.425 1.874  0.00
C 1.255 -2.397 1.859  0.00
C 0.727 2.978 1.987  0.00
Br -0.158 3.139 0.318  0.00
C 1.091 4.175 2.559  0.00
F 0.865 5.332 1.955  0.00
H 0.052 -1.609 4.264  0.00
H -1.920 -2.047 5.675  0.00
H -4.076 -0.939 5.189  0.00
H -4.270 0.620 3.282  0.00
H -2.310 1.060 1.860  0.00
H 3.351 0.236 2.349  0.00
H 4.995 -1.592 2.375  0.00
H 4.262 -3.937 2.081  0.00
H 1.863 -4.450 1.749  0.00
H 0.202 -2.631 1.727  0.00
N -2.609 1.911 -1.730  -0.01
C -2.175 2.120 -3.110  0.00
C -3.081 2.139 -4.158  0.00
C -2.616 2.328 -5.455  0.00
C -1.257 2.509 -5.698  0.00
C -0.357 2.488 -4.642  0.00
C -0.822 2.283 -3.349  0.00
H -3.577 1.615 -1.707  0.00
H -2.588 2.795 -1.233  0.00
H -4.144 2.016 -3.967  0.00
H -3.323 2.352 -6.276  0.00
H -0.902 2.676 -6.709  0.00
H 0.703 2.632 -4.820  0.00
H -0.109 2.295 -2.526  0.00
C -3.316 -2.806 -1.749  0.00
Si -2.917 -1.728 -0.258  -0.03
C -2.598 -2.908 1.159  0.00
C -4.518 -0.812 0.116  0.00
H -4.102 -3.522 -1.481  0.00
H -2.446 -3.380 -2.091  0.00
H -3.694 -2.216 -2.596  0.00
H -3.485 -3.541 1.292  0.00
H -2.416 -2.384 2.104  0.00
H -1.747 -3.572 0.962  0.00
H -5.207 -1.496 0.625  0.00
H -5.010 -0.480 -0.808  0.00
H -4.389 0.060 0.761  0.00



4.
Molecular formula: C37H33BrN5O2PPbS3
Method: DFT, ωB97M-V with the def2-TZVPD basis set

Results
Molar mass in g/mol: 993.983
HOMO-LUMO gap (spin up / spin down) in eV: 4.94 / 4.16
Multiplicity: 1
LUMO level (spin up / spin down) in eV: -7.48 / -8.31
Total charge: +2

Each line ends with the natural charge from an NBO analysis.
Cartesian coordinates (Å):
Pb -0.001 -0.465 -0.306  1.29
O -1.760 -3.322 3.140  -0.51
C -1.380 -2.672 4.221  0.43
C -1.747 -3.187 5.482  -0.19
C -1.328 -2.575 6.638  -0.18
C -0.567 -1.404 6.583  -0.07
C -0.215 -0.874 5.354  -0.17
C -0.626 -1.477 4.173  -0.03
C -0.290 -0.856 2.828  0.23
O -0.507 -1.612 1.755  -0.92
N -0.942 0.461 2.726  -0.45
N -1.068 1.033 1.546  -0.26
C -1.844 2.047 1.357  -0.03
C -1.940 2.738 0.115  -0.10
Br -0.587 2.238 -1.194  0.09
C -2.802 3.729 -0.194  -0.13
C -2.932 4.356 -1.497  -0.13
C -2.911 5.750 -1.614  -0.18
C -2.978 6.341 -2.859  -0.19
C -3.135 5.565 -3.998  -0.18
C -3.192 4.184 -3.888  -0.22
C -3.076 3.578 -2.653  -0.14
H -1.355 -2.897 2.335  0.55
H -2.303 -4.113 5.497  0.26
H -1.572 -3.013 7.596  0.25
H -0.262 -0.910 7.494  0.24
H 0.382 0.026 5.309  0.23
H 0.812 -0.625 2.890  0.19
H -1.497 0.791 3.511  0.37
H -2.477 2.413 2.165  0.20
H -3.437 4.116 0.596  0.24
H -2.790 6.361 -0.731  0.22
H -2.914 7.413 -2.943  0.23
H -3.238 6.035 -4.963  0.23
H -3.323 3.577 -4.770  0.22
H -3.154 2.503 -2.576  0.21
C 3.567 2.161 2.750  -0.41
N 3.440 2.347 1.331  -0.33
C 3.799 3.452 0.608  -0.03
C 3.542 3.184 -0.692  -0.07
N 3.013 1.911 -0.771  -0.37
C 2.935 1.418 0.496  0.29
S 2.383 -0.090 1.049  -0.29
C 2.866 1.179 -1.966  0.37
C 3.748 1.442 -3.011  -0.24
C 3.677 0.663 -4.150  -0.12
C 2.722 -0.339 -4.206  -0.22
C 1.885 -0.518 -3.123  0.05
N 1.946 0.220 -2.020  -0.50
H 4.087 3.010 3.187  0.23
H 4.129 1.248 2.958  0.24
H 2.577 2.066 3.200  0.22
H 4.204 4.334 1.065  0.25
H 3.669 3.809 -1.550  0.25
H 4.498 2.207 -2.910  0.24
H 4.363 0.817 -4.965  0.24
H 2.631 -0.980 -5.065  0.24
H 1.131 -1.288 -3.130  0.22
S -2.081 -3.687 -0.704  -0.22
P -2.119 -3.146 -2.638  1.12
S -1.547 -1.186 -2.688  -0.43
C -3.795 -3.238 -3.342  -0.33
C -4.141 -2.430 -4.420  -0.21
C -5.432 -2.478 -4.912  -0.20
C -6.371 -3.319 -4.332  -0.17
C -6.012 -4.129 -3.266  -0.19
C -4.723 -4.095 -2.766  -0.21
C -0.957 -4.127 -3.645  -0.33
C 0.370 -4.230 -3.244  -0.22
C 1.274 -4.904 -4.046  -0.19
C 0.854 -5.477 -5.239  -0.17
C -0.474 -5.389 -5.621  -0.19
C -1.386 -4.716 -4.826  -0.21
H -3.406 -1.766 -4.854  0.23
H -5.710 -1.851 -5.745  0.23
H -7.380 -3.346 -4.714  0.23
H -6.738 -4.785 -2.811  0.23
H -4.437 -4.719 -1.930  0.23
H 0.687 -3.784 -2.309  0.22
H 2.306 -4.983 -3.736  0.23
H 1.563 -5.993 -5.869  0.23
H -0.810 -5.841 -6.542  0.23
H -2.422 -4.637 -5.120  0.23